(1)
Formula: C32H88N4O14
Source: the OMol25 dataset
Level of theory: the ωB97M-V functional and the def2-TZVPD basis

## Properties
Energy relative to the best compared isomer or geometry (same formula, charge and spin): 266.46 kJ/mol
Highest occupied orbital energy: -8.46 eV
SMILES: COCCNCCOC.COCCNCCOC.COCCNCCOC.COCCNCCOC.CC(C)O.CO.CO.CO.CO.CO
LUMO level: 0.529 eV

Geometry as ORCA input:
```
! RIJCOSX wB97M-V def2-TZVPD def2/J DEFGRID3
* xyz 0 1
C 6.60 -4.88 3.71
O 6.42 -6.24 4.05
H 7.56 -4.49 4.07
H 6.80 -4.78 2.63
H 5.76 -4.24 3.97
H 7.18 -6.72 3.70
C 4.10 -6.77 1.26
O 5.50 -6.73 1.10
H 3.69 -7.75 0.98
H 3.77 -6.60 2.29
H 3.58 -6.02 0.67
H 5.92 -6.94 1.94
C -6.06 1.35 0.74
O -6.93 1.79 -0.30
H -5.66 0.37 0.46
H -5.26 2.07 0.85
H -6.63 1.27 1.67
H -6.96 1.17 -1.03
C 1.12 -0.52 -4.88
O 2.07 0.03 -5.79
H 0.22 -0.85 -5.41
H 1.73 -1.28 -4.39
H 0.83 0.17 -4.09
H 2.41 -0.55 -6.47
C -5.71 -1.35 -2.14
O -6.43 -0.17 -2.40
H -5.93 -2.13 -2.87
H -4.63 -1.22 -2.25
H -5.90 -1.81 -1.17
H -7.35 -0.42 -2.51
C -7.93 3.18 -8.54
O -7.12 3.36 -7.40
C -5.96 4.13 -7.67
C -4.84 3.74 -6.70
N -5.31 3.84 -5.30
C -4.85 2.71 -4.50
C -3.37 2.67 -4.22
O -2.54 2.64 -5.36
C -1.19 2.49 -4.99
H -7.49 2.74 -9.43
H -8.40 4.14 -8.75
H -8.74 2.49 -8.29
H -6.19 5.18 -7.40
H -5.62 4.17 -8.71
H -4.01 4.45 -6.79
H -4.51 2.72 -6.97
H -6.31 3.77 -5.48
H -5.21 1.79 -4.98
H -5.27 2.75 -3.49
H -3.17 1.77 -3.62
H -3.01 3.44 -3.52
H -0.51 2.61 -5.84
H -1.06 1.44 -4.72
H -0.82 3.25 -4.29
C 0.67 -0.92 8.54
O 1.30 -1.83 7.67
C 2.32 -1.30 6.87
C 3.16 -2.42 6.27
N 3.61 -3.36 7.29
C 4.35 -4.46 6.67
C 4.81 -5.40 7.77
O 3.61 -6.02 8.25
C 3.87 -6.74 9.44
H 1.33 -0.20 9.03
H 0.08 -1.48 9.26
H -0.04 -0.30 7.97
H 3.06 -0.72 7.43
H 1.88 -0.75 6.03
H 4.03 -1.86 5.89
H 2.71 -2.91 5.39
H 2.74 -3.70 7.68
H 5.24 -4.05 6.19
H 3.75 -4.93 5.89
H 5.24 -4.75 8.54
H 5.44 -6.23 7.44
H 4.27 -6.05 10.19
H 4.66 -7.49 9.28
H 3.04 -7.35 9.79
C 3.22 -3.12 2.44
O 1.84 -2.98 2.81
C 1.36 -1.66 2.71
C 0.31 -1.50 1.60
N 0.99 -1.66 0.32
C 0.13 -1.69 -0.84
C -0.57 -0.38 -1.12
O -1.93 -0.47 -0.69
C -2.60 0.75 -0.93
H 3.34 -4.15 2.11
H 3.81 -2.83 3.32
H 3.52 -2.39 1.70
H 2.12 -0.91 2.43
H 1.08 -1.28 3.70
H -0.17 -0.52 1.67
H -0.56 -2.16 1.69
H 1.77 -2.29 0.34
H -0.59 -2.51 -0.84
H 0.81 -1.87 -1.68
H -0.59 -0.12 -2.19
H -0.07 0.41 -0.55
H -2.64 0.99 -2.00
H -2.18 1.56 -0.32
H -3.59 0.61 -0.49
C 3.82 -0.11 -1.99
O 3.99 -0.69 -0.73
C 4.22 0.23 0.34
C 3.17 1.32 0.61
N 3.09 2.35 -0.42
C 1.95 3.28 -0.36
C 2.11 4.27 -1.52
O 1.72 3.69 -2.76
C 2.73 3.17 -3.62
H 3.87 -0.85 -2.78
H 4.42 0.79 -2.19
H 2.81 0.33 -1.99
H 5.14 0.74 0.01
H 4.56 -0.27 1.25
H 3.59 1.80 1.50
H 2.21 0.93 0.97
H 3.24 1.96 -1.33
H 2.13 3.80 0.58
H 1.00 2.75 -0.38
H 3.16 4.58 -1.51
H 1.45 5.10 -1.29
H 3.09 2.27 -3.12
H 3.51 3.90 -3.84
H 2.17 2.87 -4.50
C -2.89 6.47 -1.34
C -4.09 5.56 -1.35
C -3.88 4.31 -0.56
O -5.16 6.36 -0.82
H -3.11 7.36 -1.93
H -1.98 6.02 -1.74
H -2.58 6.73 -0.32
H -4.42 5.25 -2.35
H -3.09 3.66 -0.95
H -4.82 3.77 -0.48
H -3.46 4.57 0.42
H -5.98 5.85 -0.91
*
```

Here are the Mulliken charges for atoms 1 to 2, given in e: -0.239, -0.560

***

(2)
Formula: C48H56N10O6
Source: the OMol25 dataset
Level of theory: the ωB97M-V functional and the def2-TZVPD basis

## Properties
Highest occupied orbital energy: -15.92 eV
LUMO level: -13.472 eV

Geometry as ORCA input:
```
! RIJCOSX wB97M-V def2-TZVPD def2/J DEFGRID3
* xyz 6 1
C 1.23 -7.50 -3.55
N 1.59 -6.08 -3.88
C 0.68 -5.24 -4.40
C 1.02 -3.89 -4.71
C 2.33 -3.42 -4.45
C 3.24 -4.37 -3.94
C 2.83 -5.64 -3.60
C 2.63 -1.97 -4.69
C 2.22 -1.04 -3.79
C 2.55 0.31 -4.07
N 3.18 0.63 -5.23
C 3.50 -0.36 -6.13
C 3.23 -1.69 -5.89
C 3.53 2.05 -5.52
H 0.71 -7.77 -4.47
H 0.61 -7.61 -2.66
H 2.12 -8.11 -3.40
H -0.30 -5.67 -4.54
H 0.25 -3.35 -5.25
H 4.28 -4.10 -3.85
H 3.50 -6.38 -3.20
H 1.85 -1.46 -2.87
H 2.41 1.19 -3.45
H 3.96 -0.04 -7.05
H 3.40 -2.37 -6.71
H 4.58 2.09 -5.83
H 3.32 2.73 -4.70
H 2.95 2.41 -6.36
C -2.90 -5.02 6.24
N -2.83 -3.64 5.80
C -1.67 -3.10 5.45
C -1.55 -1.78 4.96
C -2.75 -1.03 4.84
C -3.99 -1.62 5.21
C -3.97 -2.93 5.72
C -2.75 0.32 4.21
C -3.40 1.40 4.78
C -3.35 2.66 4.18
N -2.66 2.78 3.01
C -2.08 1.73 2.32
C -2.19 0.47 2.90
C -2.57 4.16 2.58
H -2.81 -4.96 7.32
H -2.09 -5.60 5.79
H -3.86 -5.44 5.94
H -0.79 -3.73 5.52
H -0.57 -1.38 4.74
H -4.94 -1.11 5.07
H -4.84 -3.45 6.09
H -4.01 1.34 5.67
H -3.68 3.57 4.64
H -1.50 1.91 1.43
H -1.60 -0.33 2.47
H -3.58 4.46 2.31
H -1.86 4.22 1.76
H -2.12 4.79 3.35
C 1.53 0.19 1.66
N 2.88 0.79 1.63
C 3.14 1.70 0.63
C 4.39 2.23 0.47
C 5.45 1.84 1.33
C 5.19 0.93 2.33
C 3.88 0.42 2.45
C 6.85 2.35 1.10
C 7.23 2.90 -0.14
C 8.48 3.42 -0.38
N 9.37 3.47 0.66
C 9.09 2.97 1.92
C 7.79 2.55 2.14
C 10.76 3.99 0.43
H 0.87 1.03 1.42
H 1.47 -0.30 2.63
H 1.44 -0.60 0.92
H 2.40 1.81 -0.15
H 4.58 2.85 -0.40
H 6.00 0.62 2.98
H 3.56 -0.32 3.17
H 6.58 2.85 -1.01
H 8.75 3.78 -1.36
H 9.84 3.04 2.69
H 7.67 2.16 3.14
H 10.69 5.08 0.44
H 11.09 3.78 -0.59
H 11.51 3.53 1.07
C -9.18 0.52 2.56
N -7.94 0.47 1.68
C -6.70 0.31 2.21
C -5.60 0.13 1.27
C -5.77 0.18 -0.13
C -7.09 0.36 -0.57
C -8.13 0.58 0.35
C -4.62 0.06 -1.11
C -4.54 0.76 -2.30
C -3.48 0.49 -3.23
N -2.50 -0.36 -2.93
C -2.49 -0.98 -1.71
C -3.59 -0.87 -0.87
C -1.45 -0.56 -3.91
H -8.90 0.92 3.53
H -9.56 -0.49 2.72
H -9.85 1.24 2.09
H -6.57 0.28 3.28
H -4.60 0.00 1.67
H -7.34 0.53 -1.61
H -9.15 0.71 0.03
H -5.37 1.40 -2.52
H -3.53 0.86 -4.25
H -1.64 -1.59 -1.44
H -3.63 -1.38 0.08
H -1.73 -0.03 -4.83
H -1.33 -1.62 -4.15
H -0.64 0.00 -3.45
N -3.95 4.57 -1.00
O -4.91 4.10 -0.48
O -3.80 4.51 -2.23
O -2.93 5.03 -0.42
N -0.13 2.17 -1.41
O 0.75 2.77 -2.02
O -1.10 2.87 -1.12
O 0.00 0.96 -1.12
*
```

Here are the Mulliken charges for atoms 1 to 2, given in e: -0.847, -0.013

***

(3)
Formula: C33H32ErN2OP2
Source: the OMol25 dataset
Level of theory: the ωB97M-V functional and the def2-TZVPD basis

## Properties
Expectation value of S²: 3.753
Highest occupied orbital energy (alpha / beta): -9.89 / -9.89 eV
LUMO level (alpha / beta): -2.620 / -2.515 eV

Geometry as ORCA input:
```
! RIJCOSX wB97M-V def2-TZVPD def2/J DEFGRID3
* xyz 1 4
Er 0.55 -1.47 -0.25
C 3.28 0.56 -0.95
P 1.62 0.57 -1.80
C 2.05 0.49 -3.57
C 2.38 -0.79 -4.02
C 2.74 -0.99 -5.33
C 2.75 0.09 -6.21
C 2.39 1.36 -5.77
C 2.03 1.57 -4.45
C 0.95 2.23 -1.45
C 1.70 3.34 -1.08
C 1.06 4.54 -0.80
C -0.32 4.64 -0.90
C -1.07 3.52 -1.24
C -0.44 2.32 -1.50
C 2.95 0.58 0.52
C 3.30 1.41 1.57
C 2.52 1.02 2.67
C 1.72 -0.02 2.25
C 0.54 -0.72 2.88
P -0.89 -0.22 1.76
C -2.26 -1.41 1.99
C -2.04 -2.74 2.35
C -3.08 -3.65 2.30
C -4.34 -3.27 1.86
C -4.56 -1.95 1.49
C -3.53 -1.03 1.54
C -1.39 1.26 2.70
C -2.42 1.26 3.63
C -2.63 2.37 4.43
C -1.80 3.47 4.31
C -0.80 3.49 3.35
C -0.60 2.39 2.53
N 1.98 -0.31 0.94
H 3.91 1.39 -1.27
H 3.78 -0.38 -1.24
H 2.35 -1.61 -3.30
H 3.00 -1.97 -5.68
H 3.04 -0.06 -7.24
H 2.40 2.19 -6.46
H 1.73 2.55 -4.10
H 2.78 3.27 -0.99
H 1.64 5.39 -0.50
H -0.81 5.58 -0.71
H -2.15 3.60 -1.29
H -1.03 1.44 -1.74
H 4.02 2.20 1.56
H 2.55 1.43 3.66
H 0.38 -0.38 3.90
H 0.67 -1.81 2.85
H -1.07 -3.06 2.70
H -2.91 -4.68 2.59
H -5.14 -3.99 1.80
H -5.54 -1.64 1.15
H -3.70 0.00 1.24
H -3.06 0.39 3.74
H -3.42 2.37 5.16
H -1.93 4.32 4.96
H -0.16 4.36 3.24
H 0.18 2.39 1.78
N -2.32 -4.37 -1.72
C -1.23 -3.74 -1.28
O -1.19 -2.49 -1.24
C -0.07 -4.62 -0.88
C 1.16 -3.84 -0.33
H -3.11 -3.85 -2.07
H -2.37 -5.37 -1.73
H 0.20 -5.18 -1.79
H -0.43 -5.35 -0.16
H 2.01 -4.07 -1.00
H 1.44 -4.32 0.62
*
```

Here are the Mulliken charges for atoms 1 to 2, given in e: 0.769, -0.974